(1)
A single C6H8 molecule in a non-equilibrium geometry, computed with wB97M-V/def2-TZVPD.

```
! wB97M-V def2-TZVPD RIJCOSX def2/J DEFGRID3
* xyz 0 1
C -0.441 1.086 -1.027
C -0.035 0.698 0.160
C -0.339 -1.295 -1.029
C -0.804 -2.332 -1.628
C 0.344 -0.776 0.153
C 0.195 1.750 1.203
H -0.885 1.973 -1.551
H -1.054 -3.240 -1.176
H -1.482 -2.101 -2.532
H 1.394 -0.770 0.384
H -0.158 -1.330 0.971
H 1.242 2.259 0.937
H 0.235 1.235 2.243
H -0.618 2.471 1.153
*
```

Results
Energy = -6345.249 eV
ΔE to the lowest compared entry with this formula, charge and spin = 534.0 kJ/mol
Highest occupied orbital energy (alpha / beta) = -7.9 / -8.2 eV
Molar mass = 80.1 g/mol
Max |F| = 3.79 eV/Å
HOMO-LUMO gap (alpha / beta) = 0.31105 / 0.32476 Ha

***

(2)
A molecular structure, C23H39Cl3N6O2SSbSiTc, computed with wB97M-V/def2-TZVPD.

```
! wB97M-V def2-TZVPD RIJCOSX def2/J DEFGRID3
* xyz 1 4
Tc 1.220 -0.340 0.331
N 1.408 -0.541 2.561
N 2.546 0.205 2.930
C 3.525 0.410 1.942
O 4.614 0.793 2.228
O 3.058 0.190 0.705
H 0.614 -0.195 3.086
H 1.538 -1.526 2.793
H 2.906 0.041 3.858
C 0.635 2.644 1.495
N 0.640 1.736 0.308
C 0.646 2.226 -0.897
C 0.907 1.346 -1.971
C 1.064 1.506 -3.333
C 1.507 0.269 -3.839
C 1.610 -0.606 -2.773
N 1.227 0.026 -1.630
C -0.242 3.862 1.353
C -1.565 3.833 1.787
C -2.383 4.946 1.642
C -1.880 6.104 1.059
C -0.557 6.150 0.638
C 0.259 5.035 0.789
H 1.668 2.944 1.681
H 0.317 2.065 2.361
H 0.483 3.288 -1.071
H 0.897 2.419 -3.888
H 1.746 0.040 -4.867
H 1.952 -1.629 -2.758
H -1.953 2.938 2.263
H -3.408 4.915 1.991
H -2.514 6.974 0.947
H -0.155 7.059 0.206
H 1.302 5.083 0.487
N 5.442 -2.435 -3.270
C 5.703 -2.404 -1.944
N 6.426 -3.441 -1.479
S 5.159 -1.172 -0.945
H 5.776 -3.162 -3.879
H 4.947 -1.655 -3.660
H 6.798 -4.162 -2.073
H 6.666 -3.441 -0.505
C -3.471 1.285 0.321
C -2.992 0.196 -0.631
C -2.546 0.774 -1.973
Sb -1.478 -1.148 0.116
C -2.033 -2.682 -1.316
C -2.937 -3.742 -0.695
C -0.858 -3.292 -2.070
C -2.137 -1.550 2.126
C -1.938 -0.266 2.960
C -3.562 -2.090 2.249
H -4.324 1.807 -0.127
H -2.691 2.031 0.496
H -3.803 0.894 1.282
H -3.797 -0.524 -0.800
H -1.796 1.549 -1.827
H -3.401 1.235 -2.478
H -2.127 0.027 -2.653
H -2.612 -2.066 -2.004
H -2.427 -4.299 0.096
H -3.220 -4.461 -1.470
H -3.858 -3.321 -0.289
H -0.215 -3.893 -1.422
H -0.250 -2.536 -2.564
H -1.247 -3.960 -2.847
H -1.431 -2.310 2.456
H -2.854 0.322 3.002
H -1.163 0.406 2.568
H -1.676 -0.521 3.992
H -4.291 -1.452 1.740
H -3.844 -2.121 3.307
H -3.658 -3.101 1.858
Cl 0.305 -3.987 0.984
Si 1.897 -2.759 0.350
Cl 2.635 -3.750 -1.286
Cl 3.253 -3.034 1.892
*
```

Results
Expectation value of S² = 3.783
Energy = -102534.995 eV
ΔE to the lowest compared entry with this formula, charge and spin = 139.7 kJ/mol
Highest occupied orbital energy (alpha / beta) = -10.1 / -10.1 eV
Molar mass = 817.9 g/mol
Max |F| = 0.59 eV/Å
HOMO-LUMO gap (alpha / beta) = 0.26471 / 0.19801 Ha